Below is 3 unconnected molecules or ions with the total composition C4H14N2OS, with properties calculated with ωB97M-V/def2-TZVPD.

Each line ends with the natural charge from an NBO analysis.
Atoms and positions in Å:
S: 0.036 1.427 -1.904  0.286
O: -0.655 -0.969 1.687  -0.982
N: 0.850 -2.450 -0.017  -0.755
N: 0.265 2.850 0.868  -0.786
C: 0.717 -1.424 -1.048  -0.221
C: -1.162 0.382 -1.158  -0.649
C: -0.782 -1.097 -1.330  -0.429
C: 0.904 1.594 1.375  -0.428
H: 1.153 -0.420 -0.786  0.203
H: -0.985 -1.424 -2.363  0.219
H: 1.720 -2.429 0.381  0.350
H: -1.172 0.525 -0.064  0.338
H: -1.400 -1.637 -0.604  0.252
H: 0.433 0.746 0.976  0.196
H: -0.686 2.983 1.303  0.353
H: 0.070 2.596 -0.132  0.321
H: -2.192 0.641 -1.516  0.277
H: -1.488 -1.215 2.085  0.437
H: 0.860 1.477 2.459  0.213
H: 0.324 -1.969 0.745  0.415
H: 1.237 -1.762 -1.957  0.212
H: 1.952 1.577 0.998  0.179

Output
F_max: 0.0721 Eh/bohr
M: 138.2 g mol⁻¹
HOMO: -8.79 eV
Kohn-Sham gap: 4.12 eV
E: -20231.0351 eV